Formula: C61H130N6O11S2
Source: OMol25
Level of theory: the ωB97M-V functional and the def2-TZVPD basis

Output
- Calculated total energy: -118486.0738 eV
- HOMO-LUMO gap (spin up / spin down): 1.527 / 7.693 eV
- LUMO level (spin up / spin down): 1.856 / 1.836 eV

```
! RIJCOSX wB97M-V def2-TZVPD def2/J DEFGRID3
* xyz -1 2
C 0.487 2.913 -6.075
C -0.274 2.397 -4.861
C -1.662 1.884 -5.389
C -1.592 0.600 -6.196
C -1.154 -0.485 -5.151
C 0.220 -0.169 -4.548
N 0.277 1.261 -4.067
O 1.550 1.514 -3.494
C 0.545 -1.049 -3.307
C 1.274 -0.575 -5.499
C -0.558 3.644 -3.982
H 0.080 3.741 -6.656
H 0.704 2.074 -6.736
H 1.509 3.168 -5.797
H -2.459 1.797 -4.650
H -2.115 2.536 -6.135
H -0.836 0.715 -6.973
H -2.560 0.494 -6.685
H -0.958 -1.398 -5.713
H -1.970 -0.586 -4.436
H 0.486 -2.109 -3.555
H 1.480 -0.841 -2.786
H -0.217 -0.794 -2.570
H 1.390 -1.651 -5.625
H 1.312 -0.176 -6.512
H 2.269 -0.300 -5.147
H -1.421 4.221 -4.314
H 0.289 4.308 -3.810
H -0.743 3.267 -2.976
H 1.379 1.641 -2.558
C -4.003 0.288 1.780
C -4.152 1.771 1.986
C -4.797 2.385 0.761
C -5.423 3.725 0.935
C -6.490 3.704 1.972
C -5.927 3.223 3.328
N -5.031 2.008 3.158
O -4.563 1.464 4.362
C -5.190 4.244 4.060
C -7.174 2.789 4.121
C -2.787 2.453 2.204
H -4.995 -0.164 1.764
H -3.453 -0.151 2.612
H -3.620 0.003 0.800
H -4.070 2.431 -0.049
H -5.590 1.706 0.448
H -5.998 3.990 0.048
H -4.774 4.600 0.973
H -7.357 3.163 1.591
H -6.959 4.685 2.044
H -4.129 4.210 3.813
H -5.682 5.198 3.871
H -5.326 4.039 5.122
H -7.584 1.828 3.813
H -6.931 2.779 5.184
H -8.017 3.461 3.960
H -2.780 3.542 2.231
H -2.105 2.274 1.373
H -2.161 2.239 3.070
H -4.867 0.554 4.325
C -3.973 -1.960 -1.732
C -3.147 -3.218 -1.407
C -2.472 -2.842 -0.031
C -1.914 -4.103 0.665
C -3.021 -5.146 0.805
C -3.676 -5.592 -0.449
N -4.109 -4.354 -1.238
O -4.881 -4.572 -2.363
C -2.707 -6.505 -1.271
C -4.960 -6.398 -0.024
C -2.068 -3.452 -2.520
H -4.296 -1.975 -2.773
H -3.399 -1.064 -1.501
H -4.841 -1.822 -1.087
H -1.760 -2.019 -0.099
H -3.267 -2.437 0.595
H -1.521 -3.810 1.638
H -1.081 -4.523 0.101
H -3.795 -4.625 1.368
H -2.590 -6.003 1.322
H -2.402 -7.387 -0.709
H -3.089 -6.735 -2.266
H -1.778 -5.981 -1.497
H -5.679 -5.853 0.589
H -5.487 -6.758 -0.907
H -4.784 -7.319 0.531
H -2.428 -3.969 -3.410
H -1.294 -4.119 -2.141
H -1.745 -2.462 -2.842
H -5.606 -3.944 -2.329
C 5.203 -3.048 -1.777
C 4.471 -3.466 -3.074
C 5.539 -4.234 -3.900
C 4.933 -5.115 -4.957
C 4.060 -6.151 -4.290
C 2.884 -5.531 -3.476
N 3.367 -4.338 -2.696
O 2.443 -3.774 -1.769
C 1.674 -5.184 -4.457
C 2.428 -6.748 -2.529
C 3.973 -2.267 -3.781
H 4.496 -2.626 -1.063
H 5.990 -2.345 -2.050
H 5.663 -3.948 -1.369
H 6.143 -3.474 -4.398
H 6.293 -4.773 -3.326
H 5.696 -5.514 -5.624
H 4.310 -4.508 -5.614
H 4.671 -6.873 -3.747
H 3.759 -6.852 -5.068
H 0.867 -4.779 -3.845
H 1.989 -4.401 -5.146
H 1.370 -6.060 -5.030
H 2.059 -7.703 -2.906
H 3.277 -7.051 -1.917
H 1.625 -6.327 -1.925
H 4.799 -1.637 -4.111
H 3.422 -1.750 -2.995
H 3.285 -2.542 -4.581
H 2.763 -4.226 -0.985
C 6.120 1.193 3.918
C 4.765 0.742 3.244
C 5.000 0.749 1.676
C 5.938 -0.349 1.242
C 5.372 -1.746 1.720
C 5.098 -1.859 3.206
N 4.306 -0.677 3.623
O 3.829 -0.796 4.950
C 4.028 -3.023 3.274
C 6.395 -2.092 4.080
C 3.618 1.781 3.554
H 6.053 2.228 4.254
H 7.004 1.262 3.284
H 6.295 0.572 4.796
H 4.060 0.737 1.123
H 5.364 1.705 1.301
H 6.966 -0.222 1.580
H 6.141 -0.274 0.174
H 6.128 -2.516 1.565
H 4.446 -1.966 1.189
H 3.164 -2.902 2.621
H 4.475 -3.958 2.937
H 3.620 -3.175 4.273
H 6.759 -3.110 3.943
H 7.322 -1.546 3.902
H 6.106 -2.301 5.110
H 2.798 1.766 2.836
H 4.040 2.783 3.475
H 3.073 1.723 4.496
H 2.897 -0.832 4.722
C -1.601 9.007 -2.806
C -1.830 8.082 -1.525
C -2.243 6.692 -2.095
C -2.097 5.487 -1.138
C -0.734 5.397 -0.622
C -0.234 6.727 -0.011
N -0.525 7.912 -0.857
O -0.005 9.022 -0.332
C -0.884 6.792 1.418
C 1.337 6.549 0.131
C -2.857 8.742 -0.625
H -2.569 9.165 -3.281
H -0.894 8.644 -3.551
H -1.263 10.014 -2.561
H -3.293 6.734 -2.385
H -1.651 6.449 -2.978
H -2.242 4.535 -1.650
H -2.832 5.646 -0.349
H -0.008 5.094 -1.376
H -0.777 4.592 0.112
H -0.514 5.952 2.006
H -0.541 7.723 1.868
H -1.972 6.770 1.479
H 1.767 6.417 -0.862
H 1.753 7.450 0.582
H 1.622 5.712 0.768
H -3.141 8.167 0.257
H -3.750 8.754 -1.249
H -2.633 9.759 -0.303
H 0.699 9.220 -0.954
C 0.770 0.489 6.866
S 0.535 0.038 5.075
O 1.132 -1.306 4.857
C -1.275 -0.243 5.048
H 1.812 0.713 7.097
H 0.439 -0.388 7.422
H 0.156 1.301 7.256
H -1.456 -0.542 4.016
H -1.908 0.623 5.240
H -1.536 -1.106 5.661
C 0.818 -4.213 4.756
S 0.063 -3.923 6.387
O -0.465 -5.278 6.924
C 1.556 -3.592 7.360
H 1.329 -3.473 4.141
H -0.001 -4.542 4.116
H 1.530 -5.029 4.885
H 2.001 -2.630 7.106
H 2.286 -4.372 7.142
H 1.342 -3.587 8.429
C 1.639 -0.853 0.229
C 1.349 -0.857 1.698
O 0.545 0.326 1.793
C 0.848 1.156 0.791
O 0.502 2.351 0.656
O 1.560 0.508 -0.133
H 0.924 -1.414 -0.372
H 2.706 -1.017 0.078
H 2.260 -0.762 2.290
H 0.799 -1.766 1.942
*
```

Formula: C61H39BrCl6IN3O3S2Zr
Source: OMol25
Level of theory: the ωB97M-V functional and the def2-TZVPD basis

Output
- Energy relative to the best compared isomer or geometry (same formula, charge and spin): 167.7 kJ/mol
- Calculated total energy: -250723.0182 eV
- HOMO-LUMO gap: 6.197 eV
- LUMO level: -6.169 eV

```
! RIJCOSX wB97M-V def2-TZVPD def2/J DEFGRID3
* xyz 2 1
Zr -0.084 -0.090 -0.533
C -0.676 -4.716 7.747
C -0.388 -4.125 6.409
C -0.412 -4.927 5.272
C -0.141 -4.395 4.028
C 0.147 -3.042 3.898
C 0.129 -2.215 5.008
C -0.123 -2.764 6.254
S 0.669 -2.661 2.214
O 0.211 -1.292 1.735
C 2.465 -2.617 2.543
C 3.057 -3.752 1.963
C 4.398 -3.971 2.061
C 5.227 -3.025 2.694
C 6.624 -3.195 2.732
C 7.422 -2.255 3.319
C 6.852 -1.105 3.886
C 5.498 -0.910 3.867
C 4.643 -1.875 3.290
C 3.227 -1.709 3.253
C 2.612 -0.527 3.892
C 2.610 -0.287 5.293
C 3.187 -1.177 6.222
C 3.123 -0.913 7.563
C 2.500 0.251 8.039
C 1.930 1.133 7.165
C 1.956 0.884 5.777
C 1.324 1.763 4.869
C 1.352 1.526 3.523
C 2.012 0.384 3.058
S 2.178 0.055 1.306
O 1.121 0.954 0.680
C 3.682 1.011 1.114
C 4.822 0.351 0.683
C 5.978 1.072 0.456
C 6.000 2.453 0.641
C 7.239 3.234 0.371
C 4.845 3.093 1.080
C 3.692 2.378 1.325
H -0.803 -5.793 7.675
H -1.592 -4.289 8.157
H 0.126 -4.507 8.452
H -0.639 -5.977 5.368
H -0.150 -5.020 3.146
H 0.298 -1.157 4.905
H -0.108 -2.126 7.125
H 2.415 -4.460 1.460
H 4.848 -4.858 1.647
H 7.047 -4.082 2.289
H 8.491 -2.388 3.348
H 7.494 -0.368 4.338
H 5.076 -0.014 4.293
H 3.682 -2.070 5.874
H 3.554 -1.602 8.273
H 2.476 0.449 9.100
H 1.448 2.030 7.522
H 0.813 2.627 5.263
H 0.883 2.196 2.817
H 4.793 -0.720 0.532
H 6.875 0.562 0.138
H 7.579 3.058 -0.647
H 8.043 2.927 1.040
H 7.064 4.298 0.501
H 4.852 4.160 1.238
H 2.795 2.878 1.652
Cl -7.050 -0.043 0.213
C -5.423 -0.317 -0.275
C -5.176 -0.955 -1.471
C -3.866 -1.174 -1.892
I -3.376 -2.219 -3.642
C -2.779 -0.724 -1.158
O -1.537 -0.900 -1.533
C -3.028 -0.068 0.077
N -1.924 0.336 0.763
C -2.102 0.916 1.934
C -3.368 1.118 2.497
C -4.492 0.727 1.809
C -4.356 0.121 0.549
H -5.997 -1.287 -2.086
H -1.208 1.235 2.460
H -3.452 1.588 3.462
H -5.478 0.869 2.225
Br 5.703 4.316 -3.375
C 4.568 2.884 -2.915
C 4.796 1.621 -3.451
C 4.039 0.553 -3.022
C 3.020 0.730 -2.072
C 2.741 2.031 -1.628
C 3.514 3.095 -2.033
N 2.234 -0.311 -1.588
C 2.623 -1.533 -1.707
C 1.719 -2.615 -1.380
C 2.020 -3.940 -1.712
C 1.080 -4.923 -1.448
C -0.132 -4.556 -0.877
C -0.345 -3.221 -0.564
N 0.556 -2.271 -0.801
H 5.554 1.487 -4.207
H 4.223 -0.414 -3.463
H 1.936 2.185 -0.925
H 3.304 4.090 -1.674
H 3.598 -1.811 -2.107
H 2.962 -4.176 -2.185
H 1.284 -5.955 -1.682
H -0.901 -5.288 -0.683
H -1.273 -2.902 -0.098
Cl 0.333 -0.508 -3.732
C 0.004 1.157 -3.440
C -0.226 1.448 -2.102
C -0.537 2.767 -1.802
Cl -0.797 3.007 -0.113
C -0.594 3.781 -2.752
Cl -0.937 5.404 -2.316
C -0.337 3.440 -4.089
Cl -0.409 4.649 -5.296
C -0.027 2.120 -4.446
Cl 0.326 1.727 -6.076
*
```

Formula: C61H42Cl2IMoN4O5P2S
Source: OMol25
Level of theory: the ωB97M-V functional and the def2-TZVPD basis

Output
- Calculated total energy: -144544.0269 eV
- HOMO-LUMO gap (spin up / spin down): 5.241 / 5.428 eV
- LUMO level (spin up / spin down): -4.658 / -4.650 eV

```
! RIJCOSX wB97M-V def2-TZVPD def2/J DEFGRID3
* xyz 1 1
Mo 0.453 0.465 -0.077
Cl 1.570 5.975 -3.802
C 1.465 4.906 -2.466
C 1.518 3.541 -2.685
C 1.406 2.673 -1.600
N 1.326 1.295 -1.629
C 1.588 0.574 -2.772
O 1.927 1.019 -3.860
C 1.306 -0.844 -2.524
C 0.608 -1.499 -3.643
C -0.506 -3.148 -2.823
C -0.031 -3.318 -1.439
C 0.708 -2.402 -0.798
N 1.197 -1.182 -1.244
C 1.292 3.175 -0.285
C 1.232 4.552 -0.083
C 1.295 5.410 -1.168
Cl 1.148 7.099 -0.919
N 1.216 2.215 0.713
C 1.830 2.606 1.879
O 2.717 3.440 1.910
C 1.334 2.035 3.163
C 1.983 2.439 4.332
C 1.427 2.113 5.555
C 0.208 1.449 5.556
C -0.348 1.075 4.341
N 0.218 1.319 3.169
H 1.628 3.154 -3.688
H 0.738 -0.929 -4.565
H -1.254 -3.889 -3.101
H -0.297 -4.230 -0.925
H 0.939 -2.615 0.244
H 1.080 4.950 0.908
H 2.894 3.012 4.238
H 1.911 2.400 6.479
H -0.304 1.216 6.478
H -1.297 0.560 4.308
O -2.096 0.033 2.281
S -1.049 -0.657 1.558
C -2.077 -1.926 0.700
C -2.839 -2.834 1.415
C -3.787 -3.618 0.774
C -3.983 -3.494 -0.592
C -3.251 -2.566 -1.309
C -2.307 -1.763 -0.668
P -1.342 -0.566 -1.639
C -0.881 -1.673 -3.135
C -1.859 -1.605 -4.256
C -1.767 -2.274 -5.411
C -0.713 -3.157 -5.852
C 0.391 -3.488 -5.176
C 0.699 -3.027 -3.795
C -2.490 0.610 -2.407
C -3.877 0.511 -2.416
C -4.628 1.481 -3.060
C -4.011 2.549 -3.692
C -2.627 2.649 -3.683
C -1.871 1.687 -3.042
C -0.066 -1.487 2.856
C -0.685 -1.958 4.003
C 0.061 -2.306 5.118
C 1.442 -2.213 5.073
C 2.070 -1.753 3.928
C 1.322 -1.329 2.828
P 2.136 -0.657 1.336
C 3.574 0.402 1.716
C 4.067 1.055 0.583
C 5.218 1.813 0.654
C 5.891 1.935 1.859
C 5.396 1.308 2.989
C 4.243 0.542 2.926
C 3.112 -2.146 0.824
C 2.986 -3.379 1.464
C 3.701 -4.478 1.021
C 4.553 -4.369 -0.064
C 4.684 -3.147 -0.705
C 3.963 -2.047 -0.274
H -2.706 -2.937 2.478
H -4.370 -4.326 1.344
H -4.705 -4.116 -1.098
H -3.396 -2.467 -2.375
H -2.718 -0.965 -4.118
H -2.572 -2.140 -6.121
H -0.844 -3.558 -6.847
H 1.118 -4.142 -5.635
H 1.625 -3.465 -3.426
H -4.374 -0.308 -1.916
H -5.704 1.398 -3.063
H -4.605 3.300 -4.193
H -2.135 3.476 -4.173
H -0.794 1.783 -3.009
H -1.760 -2.008 4.042
H -0.435 -2.636 6.017
H 2.035 -2.501 5.927
H 3.149 -1.733 3.883
H 3.518 0.998 -0.353
H 5.581 2.318 -0.227
H 6.790 2.527 1.916
H 5.909 1.415 3.932
H 3.865 0.096 3.832
H 2.319 -3.505 2.304
H 3.575 -5.423 1.527
H 5.096 -5.234 -0.414
H 5.342 -3.047 -1.554
H 4.062 -1.113 -0.808
I -8.229 2.623 1.057
C -6.132 2.574 0.834
C -5.400 3.744 0.952
C -4.023 3.694 0.856
C -3.376 2.481 0.635
C -4.128 1.318 0.509
C -5.505 1.360 0.610
C -1.880 2.439 0.615
O -1.206 3.261 1.200
O -1.362 1.457 -0.073
H -5.900 4.682 1.136
H -3.437 4.593 0.970
H -3.629 0.368 0.383
H -6.083 0.451 0.535
*
```

no.,maximum force (eV Å⁻¹)
1,4.7
2,3.2
3,2.8